# C8H51IN5O19

A 19-piece molecular cluster, C8H51IN5O19 overall in a non-equilibrium geometry (wB97M-V/def2-TZVPD, OMol25).

XYZ file:
```
84
C8H51IN5O19 (wB97M-V/def2-TZVPD)
C -1.8245 -0.0742 2.2721
C -1.2200 -0.9895 1.2215
C -1.9998 -0.9993 -0.0931
I -1.5194 -2.8074 -1.1482
C -1.6845 0.1801 -0.8912
N -0.8518 1.0878 -0.4483
C -0.7568 2.0217 -1.3812
N 0.0750 3.0578 -1.2496
N 0.7527 3.1830 -0.0195
C 1.9616 2.3679 0.1135
C 0.9528 4.6122 0.2366
C -0.1233 5.2515 1.0278
O 1.9281 5.1656 -0.2067
N -1.5628 1.7066 -2.4326
N -2.1562 0.5028 -2.1074
H -2.9043 -0.0620 2.1916
H -1.5848 -0.4739 3.2447
H -1.4407 0.9344 2.2350
H -1.2436 -2.0014 1.6033
H -0.1763 -0.7659 1.0427
H -3.0486 -1.0570 0.1644
H 0.1863 3.7588 -1.9667
H 2.8103 2.6931 -0.4792
H 1.6829 1.3472 -0.1015
H 2.1891 2.3807 1.1695
H -0.8808 5.6106 0.3370
H 0.2863 6.0479 1.6267
H -0.5855 4.4952 1.6445
H -1.7373 2.2232 -3.2767
H -2.8011 -0.0001 -2.7145
O 2.3611 0.7823 3.1141
H 3.1205 0.2066 3.3023
H 2.4001 1.4603 3.7970
O 1.4990 0.3412 -3.5907
H 1.9705 0.3830 -2.7473
H 0.6549 0.7617 -3.4076
O 4.5043 0.9017 -4.5793
H 3.5657 0.6948 -4.5485
H 4.9101 0.3608 -3.8960
O 0.8783 -1.5847 4.0675
H 1.3072 -2.1482 3.4148
H 1.2323 -0.7101 3.8415
O -0.0325 7.2750 3.6202
H 0.3504 8.0112 3.1242
H -0.1515 7.6237 4.5079
O 2.5882 -2.1824 -2.0230
H 2.0426 -2.3113 -1.2369
H 1.9625 -1.9319 -2.7125
O 3.7840 -1.8952 2.7907
H 4.4013 -2.0518 2.0644
H 3.9873 -2.5911 3.4347
O -3.5412 -1.0380 -4.4626
H -2.7258 -1.2909 -4.9151
H -4.1388 -0.8027 -5.1810
O 3.4823 -3.8048 4.9237
H 2.5283 -3.9221 4.8821
H 3.7477 -4.2340 5.7414
O -3.5139 -1.9981 4.2302
H -2.7194 -2.5378 4.2919
H -3.4261 -1.3617 4.9457
O -1.3830 -0.0346 -6.2801
H -0.5875 -0.5683 -6.3916
H -1.1790 0.5492 -5.5462
O 2.4480 8.5744 2.3947
H 2.8384 9.0184 1.6361
H 2.8978 7.7253 2.4378
O -2.9674 2.1545 4.0152
H -2.6369 2.9028 3.5103
H -3.0191 2.4895 4.9161
O 5.4816 -2.9137 0.2098
H 6.3534 -3.2654 0.0121
H 5.0261 -2.8430 -0.6373
O -3.8437 -4.3614 -3.9710
H -3.7783 -3.4270 -4.1972
H -2.9871 -4.5885 -3.5891
O -6.5481 -5.4515 -2.6611
H -5.8338 -5.0904 -3.1981
H -6.1211 -6.0903 -2.0855
O -0.5046 -6.3745 0.4217
H -0.7514 -5.5068 0.0904
H -1.1569 -6.9790 0.0555
O -0.8895 -5.1806 -3.1450
H -0.2321 -4.5854 -3.5196
H -0.3784 -5.9562 -2.8859
```

gap between HOMO and LUMO = 8.98 eV
LUMO energy = -3.42 eV
energy = -63570.7872 eV
relative energy (zero: lowest compared OMol25 entry of this formula, charge and spin) = 3.8 kcal/mol
molar mass = 648.42 g mol⁻¹
total charge = +1